(1)
The following is a DFT calculation (ωB97M-V/def2-TZVPD) of one molecule with the formula C4H11PS2.

Each line ends with the natural charge from an NBO analysis.
Positions of all 18 atoms, in Å:
C1 -1.117 -1.325 0.700  -0.639
C2 0.255 -0.611 0.533  -0.525
C3 0.780 0.050 1.804  -0.618
P1 -0.012 0.829 -0.668  1.142
C4 -0.282 0.195 -2.391  -1.009
S1 -1.344 2.074 -0.027  -0.564
S2 1.905 1.777 -0.690  -0.288
H1 -1.702 -1.046 1.619  0.230
H2 -1.790 -1.151 -0.135  0.217
H3 -1.164 -2.433 0.738  0.223
H4 1.060 -1.299 0.246  0.239
H5 0.222 0.899 2.282  0.232
H6 1.674 0.396 1.518  0.208
H7 0.920 -0.722 2.561  0.217
H8 -0.991 0.803 -3.004  0.272
H9 0.645 0.035 -2.992  0.256
H10 -0.694 -0.917 -2.466  0.259
H11 1.637 2.448 0.372  0.151

Computed properties:
SMILES ... CC(C)[P@@](C)(=S)S
Relative energy (zero: lowest compared OMol25 entry of this formula, charge and spin) ... 2.74 kJ/mol
Highest occupied orbital energy ... -8.637 eV
E_LUMO ... 0.6 eV
Maximum force ... 0.0763 Eh/bohr

---

(2)
The following is a DFT calculation (ωB97M-V/def2-TZVPD) of a 2-piece molecular cluster, C4H11PS3 overall.

Each line ends with the natural charge from an NBO analysis.
Positions of all 19 atoms, in Å:
C1 -2.421 1.210 -0.936  -0.886
C2 1.329 0.282 1.681  -0.775
C3 2.123 0.221 -0.782  -0.699
C4 1.293 -0.335 0.348  0.003
P1 -1.280 -0.086 -0.043  0.802
S1 -2.000 -0.059 1.739  -0.565
S2 -1.594 -1.909 -1.144  -0.334
S3 1.312 -2.210 0.470  0.007
H1 -3.244 0.612 -1.090  0.227
H2 -2.716 2.019 -0.261  0.252
H3 -2.159 1.503 -1.999  0.228
H4 2.298 0.299 2.206  0.243
H5 0.435 0.086 2.336  0.282
H6 1.138 1.356 1.671  0.228
H7 1.876 0.060 -1.806  0.245
H8 2.454 1.214 -0.507  0.227
H9 3.031 -0.240 -0.562  0.229
H10 -2.033 -1.682 -2.358  0.154
H11 0.159 -2.340 1.035  0.132

Computed properties:
Relative energy (zero: lowest compared OMol25 entry of this formula, charge and spin) ... 211.97 kJ/mol
Highest occupied orbital energy ... -7.953 eV
E_LUMO ... -0.7 eV
Maximum force ... 0.0583 Eh/bohr

---

(3)
The following is a DFT calculation (ωB97M-V/def2-TZVPD) of a 2-piece molecular cluster, C4H11S2 overall.

Each line ends with the natural charge from an NBO analysis.
Positions of all 17 atoms, in Å:
C1 2.243 -1.069 -2.213  -0.737
S1 3.315 -0.201 -1.039  0.093
C2 1.997 0.364 0.123  -0.722
H1 1.803 -1.929 -1.707  0.219
H2 1.427 -0.440 -2.548  0.234
H3 2.842 -1.407 -3.055  0.206
H4 1.924 -0.389 0.887  0.210
H5 1.107 0.368 -0.494  0.271
H6 2.288 1.335 0.519  0.205
C3 -2.630 0.140 1.905  -0.613
C4 -2.215 0.777 0.580  -0.516
S2 -1.606 -0.438 -0.641  -0.740
H7 -3.512 -0.480 1.802  0.193
H8 -1.769 -0.399 2.300  0.200
H9 -2.833 0.918 2.644  0.165
H10 -2.984 1.385 0.114  0.173
H11 -1.395 1.465 0.825  0.159

Computed properties:
Relative energy (zero: lowest compared OMol25 entry of this formula, charge and spin) ... 31.65 kJ/mol
Net charge ... -1
Highest occupied orbital energy ... -2.444 eV
E_LUMO ... 3.2 eV
Maximum force ... 0.0279 Eh/bohr

---

(4)
The following is a DFT calculation (ωB97M-V/def2-TZVPD) of a 2-piece molecular cluster, C4H12 overall.

Each line ends with the Löwdin spin population.
Positions of all 16 atoms, in Å:
C1 -0.203 1.017 2.085  0.183
C2 0.162 1.385 0.654  0.196
H1 -0.857 1.771 2.537  0.027
H2 -0.610 0.013 2.140  0.024
H3 0.668 1.253 2.713  0.031
H4 1.049 0.818 0.345  0.034
H5 0.645 2.365 0.552  0.041
H6 -0.650 1.322 -0.058  0.030
C3 -0.145 -1.612 -0.694  0.174
C4 0.001 -0.907 -2.036  0.118
H7 -0.225 -2.696 -0.768  0.029
H8 0.756 -1.331 -0.142  0.033
H9 -0.974 -1.266 -0.085  0.032
H10 -0.509 -1.340 -2.897  0.015
H11 -0.159 0.163 -1.985  0.013
H12 1.053 -0.955 -2.362  0.021

Computed properties:
Relative energy (zero: lowest compared OMol25 entry of this formula, charge and spin) ... 49.86 kJ/mol
Net charge ... -1
Highest occupied orbital energy (alpha / beta) ... 1.556 / -7.478 eV
E_LUMO (alpha / beta) ... 4.3 / 4.6 eV
Expectation value of S² ... 0.750
Maximum force ... 0.0333 Eh/bohr
Spin multiplicity ... 2

---

(5)
The following is a DFT calculation (ωB97M-V/def2-TZVPD) of a 2-piece molecular cluster, C4H12 overall.

Each line ends with the Löwdin spin population.
Positions of all 16 atoms, in Å:
C1 1.835 -1.231 1.027  0.155
C2 1.056 -0.822 2.334  0.169
H1 2.613 -0.479 0.847  0.024
H2 2.320 -2.234 1.139  0.018
H3 1.111 -1.178 0.241  0.033
H4 0.620 0.092 2.130  0.041
H5 1.752 -0.701 3.304  0.018
H6 0.394 -1.675 2.651  0.029
C3 -0.649 1.136 -1.740  0.169
C4 -2.189 0.996 -1.668  0.179
H7 -0.417 2.212 -1.544  0.033
H8 -0.233 0.321 -1.064  0.025
H9 -0.442 0.809 -2.819  0.022
H10 -2.672 1.929 -1.490  0.019
H11 -2.585 0.373 -0.775  0.050
H12 -2.512 0.451 -2.575  0.016

Computed properties:
Relative energy (zero: lowest compared OMol25 entry of this formula, charge and spin) ... 93.77 kJ/mol
Net charge ... -1
Highest occupied orbital energy (alpha / beta) ... 1.514 / -7.511 eV
E_LUMO (alpha / beta) ... 4.4 / 4.5 eV
Expectation value of S² ... 0.750
Maximum force ... 0.0894 Eh/bohr
Spin multiplicity ... 2

---

(6)
The following is a DFT calculation (ωB97M-V/def2-TZVPD) of a 2-piece molecular cluster, C4H12 overall.

Each line ends with the natural charge from an NBO analysis.
Positions of all 16 atoms, in Å:
C1 -0.229 -1.953 0.146  -0.625
C2 -1.603 -2.252 -0.485  -0.614
H1 0.304 -2.860 0.460  0.207
H2 -0.214 -1.151 0.875  0.211
H3 0.480 -1.743 -0.651  0.203
H4 -1.950 -3.217 -0.124  0.205
H5 -2.310 -1.486 -0.185  0.207
H6 -1.527 -2.283 -1.571  0.205
C3 0.209 1.701 0.279  -0.610
C4 1.488 2.485 0.033  -0.612
H7 0.183 0.810 -0.352  0.208
H8 -0.648 2.366 0.151  0.205
H9 0.157 1.395 1.312  0.203
H10 1.683 2.969 -0.927  0.207
H11 1.581 3.299 0.770  0.199
H12 2.397 1.918 0.270  0.200

Computed properties:
SMILES ... CC.CC
Relative energy (zero: lowest compared OMol25 entry of this formula, charge and spin) ... 41.36 kJ/mol
Highest occupied orbital energy ... -11.424 eV
E_LUMO ... 1.2 eV
Maximum force ... 0.0362 Eh/bohr

---

(7)
The following is a DFT calculation (ωB97M-V/def2-TZVPD) of a 2-piece molecular cluster, C4H12 overall.

Each line ends with the natural charge from an NBO analysis.
Positions of all 16 atoms, in Å:
C1 -0.877 -0.638 -2.269  -0.610
C2 -1.866 -0.090 -1.216  -0.613
H1 -0.701 0.111 -3.038  0.202
H2 0.129 -0.761 -1.843  0.200
H3 -1.187 -1.584 -2.681  0.206
H4 -2.527 -0.865 -0.848  0.209
H5 -2.391 0.725 -1.723  0.204
H6 -1.327 0.449 -0.439  0.201
C3 1.238 1.045 1.474  -0.603
C4 1.468 -0.380 2.021  -0.605
H7 1.071 1.749 2.288  0.200
H8 2.113 1.435 0.954  0.203
H9 0.335 1.013 0.871  0.200
H10 1.418 -1.083 1.194  0.200
H11 0.679 -0.559 2.754  0.202
H12 2.426 -0.567 2.501  0.203

Computed properties:
SMILES ... CC.CC
Relative energy (zero: lowest compared OMol25 entry of this formula, charge and spin) ... 30.00 kJ/mol
Highest occupied orbital energy ... -11.543 eV
E_LUMO ... 1.2 eV
Maximum force ... 0.0296 Eh/bohr

---

(8)
The following is a DFT calculation (ωB97M-V/def2-TZVPD) of a 2-piece molecular cluster, C4H12 overall.

Each line ends with the natural charge from an NBO analysis.
Positions of all 16 atoms, in Å:
C1 0.218 2.418 -0.703  -0.623
C2 0.437 2.400 0.863  -0.628
H1 -0.732 2.163 -1.160  0.206
H2 0.566 3.342 -1.196  0.204
H3 0.781 1.529 -1.029  0.201
H4 -0.406 1.870 1.326  0.211
H5 1.190 1.639 1.046  0.209
H6 0.656 3.457 1.076  0.220
C3 -0.973 -2.203 0.328  -0.617
C4 0.273 -2.564 -0.480  -0.615
H7 -1.896 -2.583 -0.096  0.197
H8 -0.866 -2.712 1.304  0.206
H9 -1.311 -1.168 0.381  0.209
H10 0.252 -2.213 -1.487  0.211
H11 0.748 -3.469 -0.224  0.218
H12 1.062 -1.906 0.049  0.192

Computed properties:
SMILES ... CC.CC
Relative energy (zero: lowest compared OMol25 entry of this formula, charge and spin) ... 121.21 kJ/mol
Highest occupied orbital energy ... -11.070 eV
E_LUMO ... 1.0 eV
Maximum force ... 0.0905 Eh/bohr

---

(9)
The following is a DFT calculation (ωB97M-V/def2-TZVPD) of a 2-piece molecular cluster, C4H12 overall.

Each line ends with the natural charge from an NBO analysis.
Positions of all 16 atoms, in Å:
C1 1.401 -1.980 1.688  -0.601
C2 -0.092 -1.425 2.068  -0.615
H1 2.060 -1.216 2.050  0.200
H2 1.515 -2.918 2.262  0.195
H3 1.538 -2.289 0.712  0.204
H4 -0.312 -1.793 3.014  0.200
H5 0.211 -0.312 1.975  0.211
H6 -0.978 -1.807 1.410  0.206
C3 -1.039 1.393 -2.466  -0.603
C4 -0.271 2.032 -1.309  -0.596
H7 -2.087 1.225 -2.240  0.203
H8 -1.064 2.056 -3.358  0.197
H9 -0.554 0.473 -2.733  0.200
H10 0.889 2.024 -1.398  0.202
H11 -0.493 1.498 -0.484  0.196
H12 -0.724 3.041 -1.193  0.201

Computed properties:
SMILES ... CC.CC
Relative energy (zero: lowest compared OMol25 entry of this formula, charge and spin) ... 119.86 kJ/mol
Highest occupied orbital energy ... -11.342 eV
E_LUMO ... 1.0 eV
Maximum force ... 0.0826 Eh/bohr

---

(10)
The following is a DFT calculation (ωB97M-V/def2-TZVPD) of a 2-piece molecular cluster, C4H12 overall.

Each line ends with the natural charge from an NBO analysis.
Positions of all 16 atoms, in Å:
C1 -0.150 2.064 -1.581  -0.619
C2 -0.513 2.565 -0.142  -0.608
H1 -1.030 2.130 -2.213  0.212
H2 0.802 2.503 -1.831  0.211
H3 0.045 1.001 -1.446  0.200
H4 -0.322 1.802 0.601  0.202
H5 -1.555 2.902 -0.165  0.203
H6 0.085 3.452 0.070  0.200
C3 0.691 -2.083 0.187  -0.611
C4 0.005 -2.512 1.513  -0.608
H7 1.693 -2.478 0.031  0.206
H8 0.161 -2.466 -0.673  0.202
H9 0.625 -1.009 0.127  0.201
H10 0.719 -2.610 2.355  0.204
H11 -0.491 -3.468 1.394  0.202
H12 -0.764 -1.791 1.772  0.203

Computed properties:
SMILES ... CC.CC
Relative energy (zero: lowest compared OMol25 entry of this formula, charge and spin) ... 46.49 kJ/mol
Highest occupied orbital energy ... -11.800 eV
E_LUMO ... 1.1 eV
Maximum force ... 0.0472 Eh/bohr

---

(11)
The following is a DFT calculation (ωB97M-V/def2-TZVPD) of a 2-piece molecular cluster, C4H12 overall.

Each line ends with the natural charge from an NBO analysis.
Positions of all 16 atoms, in Å:
C1 -0.509 -1.490 0.857  -0.607
C2 -0.437 -2.526 1.996  -0.603
H1 -1.537 -1.269 0.575  0.204
H2 -0.002 -0.575 1.151  0.202
H3 -0.024 -1.933 -0.014  0.201
H4 -1.083 -2.193 2.811  0.198
H5 -0.840 -3.488 1.686  0.202
H6 0.575 -2.620 2.376  0.203
C3 -0.059 1.489 -1.483  -0.615
C4 1.056 2.525 -1.384  -0.610
H7 -0.307 1.126 -2.483  0.204
H8 0.066 0.611 -0.857  0.209
H9 -0.991 1.970 -1.173  0.201
H10 1.860 2.295 -2.084  0.202
H11 1.487 2.530 -0.383  0.204
H12 0.745 3.548 -1.591  0.205

Computed properties:
SMILES ... CC.CC
Relative energy (zero: lowest compared OMol25 entry of this formula, charge and spin) ... 14.59 kJ/mol
Highest occupied orbital energy ... -11.695 eV
E_LUMO ... 1.1 eV
Maximum force ... 0.0230 Eh/bohr

---

(12)
The following is a DFT calculation (ωB97M-V/def2-TZVPD) of a 2-piece molecular cluster, C4H12 overall.

Each line ends with the natural charge from an NBO analysis.
Positions of all 16 atoms, in Å:
C1 0.649 -0.813 -1.235  -0.622
C2 2.089 -0.928 -1.748  -0.615
H1 -0.030 -0.141 -1.759  0.207
H2 0.211 -1.801 -1.124  0.207
H3 0.678 -0.252 -0.303  0.208
H4 2.287 -1.874 -2.242  0.203
H5 2.894 -0.862 -1.011  0.205
H6 2.245 -0.101 -2.437  0.205
C3 -0.827 0.812 1.989  -0.608
C4 -1.921 0.889 0.919  -0.607
H7 -0.056 1.570 1.821  0.201
H8 -1.258 0.967 2.979  0.202
H9 -0.360 -0.162 2.087  0.202
H10 -2.535 1.735 1.202  0.204
H11 -2.503 -0.022 0.967  0.203
H12 -1.561 0.982 -0.107  0.203

Computed properties:
SMILES ... CC.CC
Relative energy (zero: lowest compared OMol25 entry of this formula, charge and spin) ... 35.41 kJ/mol
Highest occupied orbital energy ... -11.361 eV
E_LUMO ... 1.2 eV
Maximum force ... 0.0212 Eh/bohr